Entry 1:
Below is a cluster of 9 separate species, C8H32BF4N16O8 in total in a non-equilibrium geometry, with properties calculated with ωB97M-V with the def2-TZVPD basis set.

The geometry in XYZ format:
```
69
Properties=species:S:1:pos:R:3:forces:R:3
B -1.354 -0.019 -0.244 0.1 0.0 -0.1
F -0.645 -0.714 0.775 0.0 -0.1 0.1
F -2.234 -0.936 -0.894 0.4 0.4 0.0
F -2.113 1.006 0.349 0.1 -0.2 -0.1
F -0.383 0.491 -1.128 -0.6 -0.1 0.2
C 0.628 4.050 -3.476 -1.1 -1.5 0.3
O 0.929 4.874 -4.305 -0.1 0.1 -0.9
N -0.209 2.930 -3.658 1.6 2.5 0.7
N 1.085 4.125 -2.175 0.2 -0.1 0.4
H -0.702 2.889 -4.506 -0.4 -0.6 -1.0
H -0.080 2.162 -3.039 -0.3 -0.6 0.1
H 0.345 4.049 -1.504 -0.5 -0.7 0.5
H 1.496 5.018 -2.019 0.7 0.6 -0.1
C 2.941 -0.055 -1.749 -0.8 1.0 -0.7
O 3.178 0.229 -2.910 0.9 0.0 0.3
N 2.543 0.847 -0.787 -1.4 -1.1 1.3
N 2.862 -1.371 -1.317 0.3 0.4 2.1
H 1.772 0.357 -0.222 1.4 1.8 -1.0
H 2.355 1.834 -1.036 0.0 -1.1 -0.1
H 3.478 -1.974 -1.825 0.2 -0.3 -0.3
H 3.006 -1.420 -0.279 -0.1 -0.4 -1.5
C 1.220 -2.996 2.547 -0.5 -1.0 2.2
O 1.401 -2.239 3.522 -0.5 -0.5 -1.5
N 0.668 -4.272 2.719 -0.7 0.2 0.9
N 1.603 -2.737 1.264 -0.7 1.9 -0.5
H 0.293 -4.489 3.665 0.7 0.6 -1.1
H 0.027 -4.594 1.988 0.7 0.1 -0.1
H 1.164 -1.817 0.980 0.8 -1.4 0.1
H 1.361 -3.494 0.638 -0.2 0.1 -0.3
C -2.506 -1.648 4.197 0.5 0.6 0.4
O -3.578 -1.673 4.751 -0.7 -0.2 0.4
N -2.360 -1.879 2.858 -1.7 -0.5 -0.3
N -1.330 -1.308 4.834 0.3 -0.4 1.6
H -3.204 -1.640 2.347 0.0 -0.3 0.2
H -1.584 -1.539 2.368 1.5 0.6 -0.5
H -0.505 -1.624 4.352 0.6 -0.1 0.1
H -1.289 -1.472 5.874 -0.3 0.3 -1.8
C -1.194 -4.265 -0.680 0.7 -0.1 1.0
O -0.241 -4.918 -0.227 -0.3 -0.4 -0.8
N -1.890 -3.478 0.159 -0.4 0.1 -1.4
N -1.631 -4.271 -1.980 2.3 -0.1 -1.3
H -1.918 -3.874 1.073 -0.4 1.0 0.7
H -2.324 -2.665 -0.295 -0.3 -0.4 1.4
H -0.793 -4.466 -2.600 -1.7 0.4 0.7
H -2.140 -3.428 -2.240 0.2 -0.4 -0.1
C -1.686 4.615 0.504 -1.3 -3.0 0.0
O -1.411 5.766 0.531 1.5 2.6 -0.2
N -2.973 4.205 0.528 -2.0 0.0 -0.2
N -0.787 3.553 0.456 1.3 2.1 0.6
H -3.716 4.785 0.167 0.5 0.3 0.3
H -3.236 3.257 0.637 0.2 -0.9 -0.1
H 0.036 3.946 0.924 0.1 -1.1 -0.2
H -1.073 2.615 0.686 -0.1 0.0 0.0
C 1.477 1.939 2.907 -0.3 1.1 0.5
O 2.117 2.881 2.403 -1.1 -1.3 0.9
N 1.636 0.648 2.575 0.4 -0.9 -0.8
N 0.521 2.098 3.945 0.9 -0.2 -1.0
H 2.341 0.455 1.857 -0.6 0.0 0.7
H 1.080 -0.112 2.986 0.8 0.5 -0.3
H 0.279 3.060 4.050 -0.4 0.4 0.2
H -0.232 1.414 4.015 0.3 0.4 0.0
C 0.594 -0.214 -4.668 -0.7 -2.0 0.5
O -0.480 0.088 -5.189 0.7 0.8 -0.2
N 0.490 -0.961 -3.488 0.8 0.0 0.5
N 1.797 -0.118 -5.316 -0.6 1.1 -0.6
H 1.150 -1.085 -2.703 -0.1 0.4 -1.4
H -0.419 -0.807 -3.115 -0.7 0.0 0.2
H 1.665 0.605 -6.058 0.9 -1.0 0.9
H 2.679 -0.220 -4.801 -0.8 0.5 -0.3
```
Forces are in eV/Å.

HOMO energy ... -7.375 eV
Frontier orbital gap ... 9.72 eV
Largest force on an atom ... 0.06345 Eh/bohr
Charge ... -1
Relative energy (zero: lowest compared OMol25 entry of this formula, charge and spin) ... 0.0 kcal per mole
Energy ... -60601.5413 eV

Entry 2:
Below is a cluster of 8 separate species, C8H32BF4N2O7 in total in a non-equilibrium geometry, with properties calculated with ωB97M-V with the def2-TZVPD basis set.

The geometry in XYZ format:
```
54
Properties=species:S:1:pos:R:3:forces:R:3
B -2.194 -0.988 0.352 -0.9 -2.4 1.4
F -2.235 -1.809 1.491 0.8 0.1 1.1
F -1.011 -0.354 0.164 1.8 0.6 -0.2
F -2.483 -1.852 -0.656 0.0 -0.1 -2.4
F -3.129 -0.059 0.505 -2.6 2.7 0.0
C 2.079 3.026 1.966 -0.3 1.1 1.1
C 0.813 2.204 2.402 1.6 0.3 -2.3
C -0.560 2.870 1.980 1.6 -2.9 1.4
O -0.902 3.933 2.818 -0.6 2.0 -2.0
C -0.755 5.186 2.058 -0.2 -0.7 1.3
N 1.047 0.907 1.704 -0.4 0.1 0.4
H 3.025 2.561 2.241 -0.2 -0.6 -0.2
H 2.146 3.960 2.523 -0.3 0.3 0.3
H 2.153 3.376 0.937 -0.4 -0.6 -0.3
H 0.945 2.086 3.477 -0.7 -0.1 0.1
H -1.267 2.064 2.174 -0.4 0.0 -0.1
H -0.541 2.971 0.894 -0.1 0.9 0.0
H 0.324 5.332 2.027 -0.1 0.7 -0.3
H -1.322 5.961 2.573 0.5 0.1 0.5
H -1.212 5.227 1.069 0.2 -0.9 -0.2
H 1.411 1.095 0.781 0.4 0.4 0.0
H 0.193 0.445 1.426 -0.4 -0.1 0.7
C 1.641 -2.366 -2.387 0.2 -0.2 -1.6
C 1.967 -2.663 -0.964 1.4 -0.2 0.6
C 3.283 -1.938 -0.460 -1.1 0.7 -0.9
O 4.358 -1.937 -1.412 -1.2 1.8 0.8
C 5.063 -3.075 -1.622 0.1 -1.7 -1.1
N 0.789 -2.440 -0.185 -0.2 0.9 1.6
H 1.713 -1.348 -2.770 0.7 0.4 0.8
H 0.588 -2.538 -2.607 0.0 -0.8 0.1
H 2.280 -2.965 -3.037 -0.2 -0.1 -0.3
H 2.226 -3.701 -0.751 -0.1 -0.6 -1.0
H 3.617 -2.275 0.522 0.0 -0.5 0.0
H 2.981 -0.898 -0.335 0.3 0.3 -0.1
H 5.849 -2.851 -2.343 0.6 0.2 0.5
H 4.501 -3.813 -2.195 -0.6 -0.4 0.0
H 5.391 -3.598 -0.724 0.4 0.2 0.3
H 1.037 -1.892 0.626 -0.1 -0.1 0.6
H 0.073 -1.864 -0.604 0.3 -0.3 -0.5
O -2.548 2.511 -0.970 0.3 0.4 -0.4
H -2.052 1.740 -0.693 0.1 -0.3 0.3
H -3.465 2.248 -0.887 -0.3 0.0 0.1
O -5.509 2.235 0.160 0.0 0.4 -0.2
H -4.882 1.563 0.426 0.3 -0.5 0.3
H -6.053 1.807 -0.501 -0.2 -0.1 -0.1
O -2.955 -4.192 0.376 -0.3 -1.1 0.3
H -2.713 -3.358 0.778 0.2 0.2 0.2
H -3.085 -3.984 -0.549 0.0 0.1 -0.3
O 0.650 1.075 -1.149 0.6 0.4 -0.6
H 0.051 0.362 -0.932 -0.2 -0.3 0.2
H 0.148 1.640 -1.737 -0.1 0.2 -0.2
O -3.659 -3.531 -2.512 0.0 -0.4 -0.3
H -3.225 -2.716 -2.763 0.2 0.3 0.2
H -4.584 -3.381 -2.706 -0.2 0.0 0.1
```
Forces are in eV/Å.

HOMO energy ... -5.999 eV
Frontier orbital gap ... 8.62 eV
Largest force on an atom ... 0.07183 Eh/bohr
Charge ... -1
Relative energy (zero: lowest compared OMol25 entry of this formula, charge and spin) ... 47.0 kcal per mole
Energy ... -37681.0582 eV

Entry 3:
Below is a cluster of 9 separate species, C8H32BF4O8 in total in a non-equilibrium geometry, with properties calculated with ωB97M-V with the def2-TZVPD basis set.

The geometry in XYZ format:
```
53
Properties=species:S:1:pos:R:3:forces:R:3
B -1.293 -1.364 -1.177 -1.2 -0.3 -0.5
F -1.701 -1.520 -2.501 0.4 0.0 -1.0
F -2.430 -1.318 -0.435 -2.5 0.0 1.6
F -0.530 -2.381 -0.733 1.6 -2.9 0.4
F -0.600 -0.252 -0.913 1.7 3.1 -0.3
C 2.983 -0.144 4.902 -1.3 0.2 -0.3
C 2.978 0.415 3.464 0.2 -2.0 0.3
O 4.280 0.398 2.974 1.9 1.6 -0.8
H 3.654 0.317 5.626 0.1 0.4 -0.4
H 3.190 -1.214 4.929 0.1 -0.1 -0.3
H 1.957 -0.038 5.256 -0.1 -0.1 0.4
H 2.486 1.376 3.312 0.6 0.2 0.4
H 2.482 -0.265 2.773 -1.0 -0.2 0.5
H 4.684 -0.473 2.998 -0.4 -0.1 0.1
C 3.128 7.861 0.654 0.8 0.2 -0.4
C 3.559 6.578 -0.056 -0.6 0.1 1.0
O 2.368 5.824 -0.197 -0.1 -0.1 -0.6
H 2.644 8.519 -0.068 -0.4 -0.1 0.1
H 3.989 8.440 0.988 0.2 -0.1 0.2
H 2.496 7.657 1.519 -0.1 0.0 -0.2
H 4.221 5.955 0.546 0.5 0.4 0.2
H 4.049 6.806 -1.002 0.0 0.0 -0.2
H 2.623 4.954 -0.513 -0.2 -0.2 -0.1
C 0.022 -6.309 2.471 0.9 0.2 -0.2
C 0.328 -5.048 3.348 0.4 -1.6 -1.5
O -0.760 -4.207 3.180 -1.0 0.9 0.8
H -0.991 -6.661 2.667 0.1 0.1 0.3
H 0.726 -7.131 2.601 0.1 -0.1 0.4
H 0.068 -6.125 1.398 -0.1 0.5 0.0
H 1.181 -4.437 3.052 0.7 -0.7 -0.2
H 0.536 -5.423 4.350 -0.6 0.5 0.4
H -0.556 -3.738 2.368 -0.5 0.3 -0.1
C -4.853 0.549 -6.218 -0.1 1.2 -0.3
C -4.575 2.032 -5.884 -0.2 -0.7 0.7
O -4.193 2.152 -4.498 -0.1 0.2 -1.3
H -3.976 0.207 -6.768 -0.4 -0.6 0.0
H -5.761 0.572 -6.821 0.2 -0.7 -0.3
H -5.033 -0.046 -5.322 0.0 0.0 -0.1
H -5.454 2.649 -6.072 0.0 0.0 0.4
H -3.809 2.361 -6.586 0.3 0.4 0.2
H -3.649 1.368 -4.391 0.3 0.0 0.7
O 3.589 1.361 -1.911 0.2 0.2 -0.2
H 2.740 1.111 -1.546 -0.4 -0.2 0.0
H 4.203 1.252 -1.185 0.1 -0.1 0.2
O 3.142 -5.240 -0.735 0.3 0.0 0.1
H 2.897 -6.135 -0.973 -0.1 -0.2 -0.1
H 2.339 -4.732 -0.852 -0.3 0.3 0.0
O -2.956 1.357 2.312 0.0 0.3 0.4
H -3.700 0.760 2.237 -0.1 -0.2 -0.1
H -2.281 0.969 1.755 0.2 -0.2 -0.3
O -7.059 -2.924 -1.569 -0.3 0.1 -0.1
H -6.127 -2.830 -1.372 0.4 0.1 0.0
H -7.253 -3.842 -1.381 0.0 -0.2 0.0
```
Forces are in eV/Å.

HOMO energy ... -7.986 eV
Frontier orbital gap ... 10.35 eV
Largest force on an atom ... 0.06878 Eh/bohr
Charge ... -1
Relative energy (zero: lowest compared OMol25 entry of this formula, charge and spin) ... 5.4 kcal per mole
Energy ... -36747.7732 eV